148
Properties=species:S:1:pos:R:3:lowdin_charge:R:1 method="wB97M-V/def2-TZVPD" homo_lumo_gap_ev=9.24 fmax_ev_per_a=3.35 total_energy_ha=-2678.513128 lumo_energy_ha=0.006 charge=0 multiplicity=1
C 6.186 4.013 9.165 -0.08
C 6.545 4.351 7.680 -0.33
O 5.630 3.675 6.844 -0.08
H 6.800 4.602 9.845 0.07
H 6.423 2.971 9.380 0.07
H 5.121 4.224 9.269 0.07
H 7.533 3.941 7.473 0.10
H 6.616 5.431 7.555 0.10
H 5.884 3.948 5.959 0.08
C -7.236 -0.345 -1.217 -0.08
C -7.393 -1.597 -0.340 -0.37
O -6.190 -1.767 0.288 -0.07
H -6.298 -0.526 -1.743 0.07
H -7.169 0.593 -0.666 0.07
H -8.039 -0.252 -1.948 0.07
H -7.838 -2.502 -0.753 0.11
H -8.089 -1.217 0.408 0.10
H -6.348 -2.373 1.016 0.09
C -3.903 -3.673 -6.472 -0.09
C -3.952 -5.063 -5.813 -0.33
O -2.644 -5.496 -5.533 -0.08
H -3.437 -3.751 -7.455 0.07
H -3.269 -3.022 -5.869 0.07
H -4.842 -3.121 -6.462 0.07
H -4.525 -5.759 -6.425 0.11
H -4.439 -4.887 -4.854 0.11
H -2.304 -5.835 -6.364 0.08
C 0.141 7.845 5.979 -0.08
C 0.030 7.426 4.500 -0.30
O -0.387 8.572 3.714 -0.11
H -0.858 8.009 6.383 0.07
H 0.631 8.816 5.919 0.07
H 0.806 7.148 6.488 0.07
H -0.568 6.582 4.158 0.11
H 1.057 7.253 4.177 0.10
H 0.422 8.934 3.346 0.07
C 1.148 1.584 0.251 -0.07
C -0.273 0.988 -0.031 -0.34
O -0.307 -0.379 0.166 -0.08
H 1.867 1.273 -0.507 0.07
H 1.555 1.397 1.245 0.07
H 1.116 2.671 0.184 0.06
H -0.659 1.170 -1.034 0.10
H -1.040 1.460 0.583 0.10
H -1.206 -0.694 0.283 0.09
C -5.256 1.037 6.421 -0.06
C -6.263 1.141 7.552 -0.47
C -7.715 1.283 7.034 -0.22
O -8.660 1.440 8.074 -0.19
C -9.997 1.694 7.613 -0.09
N -6.167 0.013 8.414 0.03
H -5.590 0.344 5.649 0.08
H -4.286 0.830 6.875 0.08
H -5.128 2.029 5.987 0.08
H -5.951 2.000 8.146 0.13
H -7.990 0.368 6.510 0.12
H -7.713 2.007 6.219 0.12
H -10.691 1.734 8.453 0.09
H -10.179 0.846 6.953 0.08
H -10.153 2.590 7.012 0.08
H -6.403 0.288 9.357 0.08
H -5.227 -0.340 8.517 0.07
C -3.324 8.332 -3.605 -0.06
C -3.044 9.647 -4.294 -0.45
C -3.264 10.868 -3.379 -0.17
O -4.578 11.044 -2.763 -0.18
C -5.664 11.125 -3.639 -0.15
N -1.626 9.719 -4.656 0.03
H -2.775 8.240 -2.668 0.09
H -3.165 7.467 -4.249 0.08
H -4.372 8.271 -3.312 0.07
H -3.722 9.715 -5.145 0.13
H -3.089 11.797 -3.920 0.11
H -2.557 10.972 -2.556 0.13
H -6.582 11.493 -3.182 0.09
H -5.994 10.153 -4.005 0.07
H -5.530 11.628 -4.597 0.09
H -1.425 10.645 -5.005 0.07
H -1.477 9.049 -5.398 0.07
C 7.677 -10.600 2.850 -0.09
C 6.503 -10.139 2.014 -0.46
C 6.279 -8.614 2.258 -0.21
O 5.160 -8.152 1.516 -0.19
C 4.950 -6.742 1.742 -0.10
N 6.797 -10.494 0.669 0.03
H 7.497 -10.245 3.865 0.07
H 8.589 -10.126 2.488 0.08
H 7.887 -11.669 2.887 0.08
H 5.590 -10.622 2.364 0.14
H 7.138 -7.976 2.050 0.12
H 6.005 -8.521 3.309 0.12
H 5.829 -6.109 1.623 0.08
H 4.494 -6.615 2.724 0.09
H 4.313 -6.397 0.927 0.09
H 7.663 -9.995 0.524 0.07
H 7.147 -11.439 0.610 0.07
C 1.588 3.342 -9.100 -0.05
C 2.049 2.130 -9.946 -0.43
C 2.779 2.536 -11.253 -0.20
O 1.792 3.197 -12.040 -0.21
C 2.239 3.552 -13.356 -0.09
N 2.931 1.210 -9.231 0.02
H 1.333 3.190 -8.051 0.07
H 0.698 3.771 -9.561 0.07
H 2.394 4.075 -9.086 0.07
H 1.177 1.549 -10.245 0.13
H 3.147 1.685 -11.827 0.12
H 3.643 3.181 -11.095 0.12
H 3.169 4.117 -13.298 0.08
H 1.514 4.105 -13.954 0.09
H 2.465 2.626 -13.885 0.08
H 2.300 0.681 -8.645 0.07
H 3.173 0.512 -9.920 0.06
C 0.421 -12.185 4.507 -0.06
C -0.665 -11.702 3.516 -0.43
C -0.245 -10.528 2.681 -0.24
O -1.439 -10.054 2.121 -0.20
C -1.280 -8.789 1.486 -0.10
N -0.955 -12.852 2.659 0.04
H 0.592 -11.430 5.275 0.07
H 1.373 -12.437 4.040 0.07
H 0.035 -13.074 5.007 0.07
H -1.558 -11.389 4.057 0.14
H 0.398 -10.774 1.836 0.13
H 0.186 -9.710 3.258 0.13
H -0.427 -8.760 0.808 0.09
H -1.256 -7.967 2.202 0.08
H -2.196 -8.604 0.926 0.08
H -1.416 -12.500 1.832 0.06
H -0.060 -13.149 2.297 0.06
O 3.441 -0.943 7.234 -0.05
H 3.993 -1.477 6.662 0.03
H 3.687 -0.041 7.032 0.03
O 8.217 1.150 -1.547 -0.06
H 7.860 0.324 -1.874 0.03
H 8.145 1.752 -2.287 0.03
O 6.662 4.719 1.453 -0.06
H 6.865 3.924 0.960 0.03
H 6.422 5.360 0.785 0.03
O 3.674 7.463 -2.274 -0.06
H 2.931 7.514 -1.673 0.03
H 3.459 8.078 -2.975 0.03
O 5.808 3.352 -5.185 -0.06
H 5.121 3.839 -4.730 0.03
H 5.349 2.886 -5.884 0.03
O 1.060 -2.896 -3.947 -0.05
H 0.518 -3.640 -4.209 0.03
H 0.637 -2.557 -3.158 0.03

78
Properties=species:S:1:pos:R:3:lowdin_spin:R:1 method="wB97M-V/def2-TZVPD" homo_lumo_gap_ev="7.08 / 6.99" fmax_ev_per_a=0.31 total_energy_ha=-9028.717914 lumo_energy_ha="0.078 / 0.067" charge=-1 de_lowest_kcal_mol=0.0 multiplicity=5 s_squared=6.024
Os 1.591 -0.353 1.220 2.61
C 3.492 0.605 4.848 0.00
C 2.323 -0.329 4.824 0.01
C 1.773 -0.845 5.987 0.01
C 0.719 -1.749 5.878 0.00
C 0.244 -2.127 4.644 0.00
C 0.850 -1.568 3.504 0.01
N 1.860 -0.679 3.629 0.11
N 0.538 -1.799 2.207 0.03
Si -0.417 -3.132 1.604 0.02
C -2.224 -2.906 2.062 0.00
C -0.166 -3.187 -0.243 0.01
C 0.226 -4.743 2.332 0.01
H 4.296 0.178 5.448 0.00
H 3.221 1.567 5.284 0.00
H 3.852 0.767 3.836 0.00
H 2.168 -0.554 6.948 0.00
H 0.266 -2.158 6.772 0.00
H -0.578 -2.815 4.549 0.00
H -2.521 -1.872 1.884 0.00
H -2.406 -3.133 3.111 0.00
H -2.872 -3.553 1.472 0.00
H -0.363 -2.211 -0.684 0.00
H -0.814 -3.921 -0.721 0.00
H 0.872 -3.438 -0.461 0.01
H 0.317 -4.705 3.416 0.00
H 1.212 -4.960 1.924 0.00
H -0.436 -5.573 2.081 0.00
F 5.261 1.196 0.265 0.01
C 4.307 1.801 -0.444 0.00
F 4.906 2.737 -1.199 0.00
F 3.785 0.914 -1.281 0.01
C 3.217 2.395 0.503 0.02
O 2.486 1.458 1.124 0.11
C 3.917 3.278 1.586 0.00
F 4.876 4.066 1.084 0.00
F 4.484 2.528 2.528 0.00
F 3.036 4.074 2.197 0.00
C 2.277 3.320 -0.325 0.00
F 1.878 2.702 -1.442 0.00
F 1.198 3.645 0.373 0.00
F 2.872 4.461 -0.703 0.00
F -1.561 1.956 -4.423 0.00
C -0.426 1.250 -4.272 0.00
C -0.172 0.565 -3.096 0.00
C 0.979 -0.199 -3.072 0.00
F 1.237 -0.973 -2.011 0.02
C 1.878 -0.242 -4.130 0.00
F 2.976 -0.991 -4.067 0.00
C 1.611 0.495 -5.272 0.00
F 2.457 0.471 -6.305 0.00
C 0.445 1.240 -5.348 0.00
F 0.166 1.926 -6.463 0.00
Ge -1.390 0.606 -1.540 0.02
S -0.622 0.683 0.470 0.10
C -2.495 2.249 -1.782 0.00
C -3.876 2.320 -1.736 0.00
F -4.625 1.213 -1.610 0.00
C -4.574 3.516 -1.845 0.00
F -5.911 3.533 -1.796 0.00
C -3.879 4.699 -2.018 0.00
F -4.537 5.858 -2.133 0.00
C -2.496 4.670 -2.087 0.00
F -1.817 5.803 -2.280 0.00
C -1.841 3.455 -1.970 0.00
F -0.509 3.471 -2.082 0.00
C -2.612 -0.944 -1.823 0.00
C -3.542 -1.259 -0.842 0.00
F -3.680 -0.472 0.227 0.00
C -4.377 -2.363 -0.916 0.00
F -5.274 -2.617 0.042 0.00
C -4.288 -3.207 -2.013 0.00
F -5.086 -4.276 -2.106 0.00
C -3.378 -2.924 -3.015 0.00
F -3.293 -3.727 -4.081 0.00
C -2.566 -1.803 -2.905 0.00
F -1.714 -1.589 -3.922 0.00
Se 3.270 -1.775 0.600 0.86

60
Properties=species:S:1:pos:R:3:lowdin_spin:R:1 method="wB97M-V/def2-TZVPD" homo_lumo_gap_ev="6.03 / 5.16" fmax_ev_per_a=3.84 total_energy_ha=-3244.928147 lumo_energy_ha="-0.030 / -0.102" charge=0 de_lowest_kcal_mol=19.2 multiplicity=5 s_squared=6.093
Os 0.150 0.365 1.052 2.00
S -1.576 -2.372 3.763 0.04
C -2.448 -2.609 2.295 0.00
C -3.276 -3.727 1.988 0.01
C -4.055 -3.675 0.798 0.00
C -4.003 -2.558 -0.036 0.00
C -3.226 -1.437 0.306 0.00
C -2.353 -1.518 1.371 0.01
N -1.475 -0.492 1.939 0.03
C -1.110 -0.761 3.233 0.11
C -0.157 0.126 3.912 0.03
C 0.166 0.179 5.291 0.01
C 1.338 0.858 5.671 0.01
C 1.932 1.687 4.808 0.01
C 1.560 1.782 3.468 0.01
C 0.614 0.906 2.956 0.03
H -3.213 -4.595 2.630 0.00
H -4.526 -4.607 0.574 0.00
H -4.627 -2.539 -0.953 0.00
H -3.325 -0.535 -0.281 0.00
H -0.584 -0.206 5.978 0.00
H 1.691 0.686 6.690 0.00
H 2.644 2.375 5.202 0.00
H 1.968 2.542 2.806 0.00
S 1.657 -1.158 0.865 0.28
C 1.861 -1.890 -0.763 0.04
S 3.064 -1.323 -1.816 0.53
C 0.915 -2.836 -1.294 0.29
C 0.944 -3.165 -2.673 0.02
N 0.795 -3.557 -3.765 0.14
C -0.077 -3.551 -0.569 0.03
N -0.956 -4.169 -0.139 0.14
S 1.104 4.044 -1.707 0.02
C 0.338 2.911 -0.730 0.03
N 1.093 2.080 0.014 0.06
C 2.477 2.471 -0.085 0.01
C 3.537 1.941 0.594 0.00
C 4.784 2.601 0.572 0.00
C 4.945 3.676 -0.293 0.00
C 3.937 4.135 -1.107 0.00
C 2.678 3.544 -1.001 0.00
H -0.714 2.890 -0.741 0.00
H 3.416 1.034 1.142 0.00
H 5.648 2.330 1.185 0.00
H 5.928 4.150 -0.473 0.00
H 4.091 4.951 -1.811 0.00
O -2.157 1.375 -0.761 0.03
C -1.493 0.514 -1.377 0.01
O -0.477 -0.119 -0.840 0.05
C -1.813 0.041 -2.788 0.00
C -2.285 1.017 -3.688 0.00
C -2.075 0.799 -5.044 0.00
C -1.603 -0.415 -5.536 0.00
C -1.472 -1.519 -4.634 0.00
C -1.506 -1.273 -3.238 0.00
H -2.551 1.976 -3.261 0.00
H -2.211 1.702 -5.668 0.00
H -1.301 -0.522 -6.591 0.00
H -1.326 -2.550 -4.959 0.00
H -1.303 -2.007 -2.478 0.00

74
Properties=species:S:1:pos:R:3:lowdin_spin:R:1 method="wB97M-V/def2-TZVPD" homo_lumo_gap_ev="6.84 / 6.81" fmax_ev_per_a=4.13 total_energy_ha=-4953.409764 lumo_energy_ha="0.128 / 0.127" charge=-2 de_lowest_kcal_mol=0.0 multiplicity=6 s_squared=8.753
Mn -7.668 -2.462 17.291 4.70
C -3.693 -0.856 18.473 0.00
C -3.769 -0.428 19.812 0.00
C -5.056 -0.268 20.357 0.00
C -6.143 -0.664 19.615 0.00
N -6.041 -1.095 18.339 0.03
C -4.838 -1.127 17.763 0.01
N -7.417 -0.447 20.192 0.00
C -8.498 -0.951 19.842 0.01
N -8.897 -1.973 18.872 0.04
C -10.239 -1.984 18.770 0.01
N -11.084 -2.617 17.905 0.01
C -10.746 -3.516 16.921 0.00
C -11.739 -4.264 16.214 0.00
C -11.360 -5.265 15.362 0.00
C -10.036 -5.455 15.018 0.00
C -9.130 -4.686 15.694 0.01
N -9.451 -3.794 16.595 0.04
C -10.873 -1.144 19.831 0.00
C -12.194 -0.851 20.117 0.00
C -12.470 -0.016 21.181 0.00
C -11.405 0.526 21.914 0.00
C -10.079 0.291 21.589 0.00
C -9.806 -0.481 20.476 0.00
H -2.657 -0.904 18.046 0.00
H -2.913 -0.229 20.334 0.00
H -5.160 0.180 21.373 0.00
H -4.759 -1.500 16.762 0.00
H -12.748 -4.029 16.559 0.00
H -12.110 -5.908 14.918 0.00
H -9.657 -6.151 14.304 0.00
H -8.055 -4.814 15.343 0.00
H -13.052 -1.369 19.574 0.00
H -13.500 0.063 21.539 0.00
H -11.630 1.145 22.764 0.00
H -9.271 0.717 22.195 0.00
O -7.750 0.057 11.818 0.00
C -6.740 -0.808 11.936 0.00
O -5.992 -1.059 11.020 0.00
C -6.558 -1.607 13.213 0.00
C -5.493 -2.477 13.375 0.01
N -5.683 -3.026 14.595 0.00
N -6.741 -2.456 15.273 0.02
C -7.257 -1.606 14.405 0.01
C -8.531 -0.865 14.837 0.00
O -9.125 -0.173 13.945 0.00
O -8.846 -0.914 16.036 0.04
H -8.415 -0.049 12.557 0.00
H -4.644 -2.652 12.728 0.00
H -5.205 -3.865 15.109 0.00
O -0.706 1.480 20.207 0.00
S -1.406 2.537 19.480 0.00
O -0.703 3.822 19.427 0.00
N -1.770 2.095 18.042 0.00
C -3.034 2.352 17.693 0.00
S -3.747 2.168 16.195 0.00
C -3.859 2.782 18.880 0.00
C -5.204 3.049 18.866 0.00
C -5.759 3.503 20.008 0.00
C -4.983 3.676 21.172 0.00
C -3.630 3.320 21.202 0.00
C -3.070 2.952 19.992 0.00
H -5.710 3.002 17.911 0.00
H -6.860 3.715 19.942 0.00
H -5.405 3.845 22.171 0.00
H -3.080 3.238 22.162 0.00
F -5.069 -6.087 20.017 0.00
C -4.559 -5.911 18.787 0.00
F -4.050 -7.098 18.421 0.00
F -3.536 -5.073 18.852 0.00
S -5.843 -5.416 17.668 0.01
O -5.162 -5.163 16.421 0.00
O -6.700 -6.583 17.821 0.00
O -6.439 -4.218 18.214 0.04